Here is a 2-piece molecular cluster, CN3O4S overall in a non-equilibrium geometry from the OMol25 dataset. Energies are from ωB97M-V with the def2-TZVPD basis set.

XYZ file:
```
9
Properties=species:S:1:pos:R:3:mulliken_charge:R:1
C -1.10459 -1.55771 -0.39169 0.73
N -1.61351 -1.97975 0.56992 -0.64
N 0.48196 -0.12277 0.75097 -0.10
N 1.01871 0.36840 1.60657 0.62
O -0.58770 -1.12424 -1.42215 -0.62
O 1.76163 0.94459 2.31287 -0.65
O 1.23534 0.93090 -1.10619 -0.51
O -1.02313 1.67359 -0.75237 -0.47
S -0.16871 0.86700 -1.56793 0.64
```

Calculated values
E_LUMO = 3.63 eV
Total charge = -1
Multiplicity = 1
ΔE to the lowest compared entry with this formula, charge and spin = 15.8 kcal/mol